(1)
An isolated molecule of C6H10N2 at a distorted geometry, computed with ωB97M-V with the def2-TZVPD basis set.

```
18
Properties=species:S:1:pos:R:3:lowdin_charge:R:1
C 0.037 -1.476 0.648 -0.3902
C -0.960 1.882 0.922 -0.0674
C -0.257 -0.114 0.161 -0.3623
C 0.669 -2.197 1.775 -0.0455
C -0.201 0.991 -2.215 -0.0735
C 0.571 0.363 -1.032 -0.2234
N -0.825 -1.643 -0.257 0.2358
N -1.137 0.636 1.019 0.0597
H -1.551 2.460 1.668 0.0726
H -0.247 2.518 0.257 0.1137
H 1.674 -2.682 1.368 0.1176
H 0.130 -3.071 2.235 0.0813
H 0.777 -1.456 2.664 0.1051
H 0.564 1.756 -2.766 0.1292
H -0.924 1.562 -1.832 -0.0116
H -0.650 0.153 -2.813 0.0930
H 1.306 0.917 -0.581 0.0688
H 1.023 -0.598 -1.220 0.0971
```

The orbital gap is 9.773 eV. As for the total energy: -9360.41282 eV. For the relative energy (zero: lowest compared OMol25 entry of this formula, charge and spin), the calculation gives 92.8 kcal/mol. Its SMILES is C=N[C@]1(CC)N=C1C. The HOMO energy comes out at -0.3287 hartree. The strongest force on any atom comes out at 5.14 eV/A.


(2)
An isolated molecule of C6H10N2 at a distorted geometry, computed with ωB97M-V with the def2-TZVPD basis set.

```
18
Properties=species:S:1:pos:R:3:lowdin_charge:R:1
C 1.724 0.934 1.354 -0.0014
C 0.396 0.253 1.134 -0.3391
C -1.103 -0.580 -0.116 -0.2894
C -1.601 -0.987 -1.502 0.0028
C -0.287 -0.209 -1.302 -0.2970
C 1.207 0.589 -0.042 -0.2667
H 2.586 0.367 1.693 0.0955
H 1.595 1.879 1.872 0.0948
H -0.389 0.980 1.397 0.1353
H -0.623 -1.472 1.771 0.0854
H -1.651 0.305 0.237 0.1306
H -2.577 -0.593 -1.795 0.0936
H -1.456 -2.015 -1.810 0.0924
H 0.492 -0.942 -1.450 0.1260
H -0.225 1.807 -0.861 0.1096
H 1.707 -0.328 -0.324 0.1318
N -0.207 -1.072 0.966 0.0463
N 0.412 1.084 -1.222 0.0495
```

The orbital gap is 9.550 eV. As for the total energy: -9358.69628 eV. For the relative energy (zero: lowest compared OMol25 entry of this formula, charge and spin), the calculation gives 132.4 kcal/mol. Its SMILES is C1[C@@H]2N[C@@H]3C[C@H]3N[C@@H]12. The HOMO energy comes out at -0.3131 hartree. The strongest force on any atom comes out at 1.27 eV/A.


(3)
An isolated molecule of C6H10N2 at a distorted geometry, computed with ωB97M-V with the def2-TZVPD basis set.

```
18
Properties=species:S:1:pos:R:3:lowdin_charge:R:1
C 0.673 0.133 1.704 -0.1494
C 0.873 -1.304 1.585 -0.1306
C 0.211 -0.520 0.451 -0.4448
C -1.633 0.382 -0.892 -0.1804
C -0.300 1.031 -0.948 -0.2223
C 0.582 -0.207 -0.919 -0.2012
H -0.085 0.422 2.531 0.1484
H 1.752 0.463 1.624 0.1328
H 2.020 -1.570 1.483 0.1396
H 0.096 -2.083 1.970 0.1267
H -1.920 -1.374 0.303 0.1312
H -2.181 -0.337 -1.551 0.1223
H -2.273 1.223 -0.680 0.0891
H -0.128 1.525 0.003 0.1195
H 1.206 0.931 -2.359 0.0088
H 0.509 -0.974 -1.717 0.1585
N -1.375 -0.430 0.377 0.0047
N 1.170 1.099 -1.448 0.1470
```

The orbital gap is 9.371 eV. As for the total energy: -9357.12689 eV. For the relative energy (zero: lowest compared OMol25 entry of this formula, charge and spin), the calculation gives 168.6 kcal/mol. Its SMILES is C1NC2(CC2)[C@@H]2N[C@@H]12. The HOMO energy comes out at -0.3064 hartree. The strongest force on any atom comes out at 5.64 eV/A.


(4)
A cluster of 2 separate species, C6H10N2O in total at a distorted geometry, computed with ωB97M-V with the def2-TZVPD basis set.

```
19
Properties=species:S:1:pos:R:3:lowdin_charge:R:1
C -0.815 -1.127 -0.918 -0.0955
C -1.140 0.194 -1.060 -0.1094
C -1.619 -2.213 -0.172 -0.1136
C -2.343 0.828 -0.606 -0.0523
C -2.269 -3.056 0.391 0.0900
C 2.801 1.295 0.222 -0.2449
N -3.232 0.289 0.255 -0.1225
N 1.911 0.432 0.915 -0.0746
O -4.176 0.876 0.848 -0.0691
H -0.020 -1.476 -1.554 0.0891
H -0.479 0.746 -1.663 0.0927
H -3.177 -0.768 0.385 0.1409
H -2.490 1.833 -0.893 0.1074
H -2.802 -3.840 0.955 0.0576
H 3.431 1.704 0.966 0.0545
H 3.446 0.847 -0.624 0.0867
H 2.246 2.037 -0.276 0.0429
H 2.528 -0.080 1.563 0.0782
H 1.070 0.124 0.389 0.0418
```

The orbital gap (spin up / spin down) is 7.745 / 7.721 eV. As for the total energy: -11405.89277 eV. For the relative energy (zero: lowest compared OMol25 entry of this formula, charge and spin), the calculation gives 142.9 kcal/mol. Its SMILES is C#C/C=C\C=[NH+]\[O-].CN. The HOMO energy (spin up / spin down) comes out at -0.3092 / -0.3061 hartree. The strongest force on any atom comes out at 3.40 eV/A.


(5)
An isolated molecule of C6H10N2O at a distorted geometry, computed with ωB97M-V with the def2-TZVPD basis set.

```
19
Properties=species:S:1:pos:R:3:lowdin_charge:R:1
C -0.452 1.747 -0.568 -0.2467
C 0.306 -0.612 -0.128 -0.3689
C -0.538 -1.560 -0.916 -0.1432
C 0.497 -1.033 -1.708 -0.0400
C 1.156 -1.159 1.013 -0.0872
C 1.149 -0.733 2.365 -0.0128
H -1.853 0.103 1.841 0.2152
H -2.282 -0.181 0.131 0.0231
H -1.660 2.294 -0.521 0.1950
H -0.349 -2.514 -0.830 0.0519
H -1.751 -1.162 -0.647 0.1779
H 1.391 -1.653 -2.076 0.1347
H 0.411 -0.022 -2.326 0.1331
H 1.797 -2.031 0.818 0.0925
H 1.688 -1.338 3.206 0.0764
H 0.710 0.288 2.528 0.0468
N -1.694 0.413 0.678 -0.0379
N -0.441 0.569 0.182 -0.1712
O 0.516 2.429 -1.062 -0.0387
```

The orbital gap is 9.611 eV. As for the total energy: -11405.03570 eV. For the relative energy (zero: lowest compared OMol25 entry of this formula, charge and spin), the calculation gives 162.6 kcal/mol. Its SMILES is C=CC1(N(N)C=O)CC1. The HOMO energy comes out at -0.3263 hartree. The strongest force on any atom comes out at 6.85 eV/A.


(6)
An isolated molecule of C6H10N2O at a distorted geometry, computed with ωB97M-V with the def2-TZVPD basis set.

```
19
Properties=species:S:1:pos:R:3:lowdin_charge:R:1
C -0.675 1.615 -0.739 -0.0403
C 1.581 -0.051 0.572 -0.3660
C 0.853 -0.458 -0.588 -0.2841
C -0.441 0.124 -0.564 -0.3463
N 1.268 -1.452 -1.473 0.1075
N -1.533 -0.637 -0.934 0.1039
C 0.390 0.445 1.602 -0.1187
C -0.299 -0.452 2.326 0.0199
O 2.751 0.088 0.858 0.0705
H 0.994 -1.293 -2.438 0.0957
H 1.887 -2.147 -1.076 0.0989
H -2.449 -0.268 -0.712 0.0963
H -1.484 -1.251 -1.738 0.0912
H 0.633 1.406 2.049 0.0969
H -1.529 1.946 -0.141 0.0815
H 0.196 2.201 -0.448 0.0852
H -0.912 1.821 -1.788 0.0891
H -0.626 -1.390 1.887 0.0634
H -0.604 -0.248 3.348 0.0554
```

The orbital gap is 7.034 eV. As for the total energy: -11408.18205 eV. For the relative energy (zero: lowest compared OMol25 entry of this formula, charge and spin), the calculation gives 90.1 kcal/mol. Its SMILES is C=CC(=O)/C(N)=C(\C)N. The HOMO energy comes out at -0.2583 hartree. The strongest force on any atom comes out at 3.44 eV/A.


(7)
A structure of composition C6H10N2O at a distorted geometry, computed with ωB97M-V with the def2-TZVPD basis set.

```
19
Properties=species:S:1:pos:R:3:lowdin_charge:R:1
C -2.417 0.125 0.234 -0.0845
C -0.479 -0.937 -0.377 -0.3147
C 0.372 -0.607 0.899 -0.1879
C 0.867 -0.710 -1.036 -0.1740
C 1.274 0.745 -0.748 -0.2134
C 0.918 0.834 0.696 -0.1906
H -3.306 0.449 -0.294 0.0888
H -2.676 -0.722 0.875 0.0916
H -1.962 0.943 0.813 0.0883
H -0.696 -2.031 -0.351 0.1645
H 0.111 -0.891 1.900 0.1251
H 2.393 -1.076 0.378 0.1058
H 1.069 -1.190 -1.987 0.1371
H 2.182 1.085 -1.226 0.1367
H 0.669 2.578 -0.266 0.0898
H 1.549 1.376 1.415 0.1423
N 1.436 -1.416 0.206 0.0409
N 0.246 1.676 -0.310 0.0821
O -1.550 -0.232 -0.823 -0.1278
```

The orbital gap is 9.669 eV. As for the total energy: -11408.18470 eV. For the relative energy (zero: lowest compared OMol25 entry of this formula, charge and spin), the calculation gives 90.0 kcal/mol. The HOMO energy comes out at -0.3200 hartree. The strongest force on any atom comes out at 1.27 eV/A.


(8)
An isolated molecule of C6H10N2O at a distorted geometry, computed with ωB97M-V with the def2-TZVPD basis set.

```
19
Properties=species:S:1:pos:R:3:lowdin_charge:R:1
C -1.893 -0.431 1.030 -0.1071
C -1.724 0.367 -0.197 -0.3547
C 0.329 0.661 -0.938 -0.1921
C -0.853 -0.452 -1.186 -0.2731
C 1.388 -0.165 -0.197 -0.2371
C 2.911 0.066 0.318 -0.0334
H -2.335 -1.507 0.857 0.1096
H -0.874 -0.677 1.527 0.0983
H -2.734 0.152 1.738 0.1309
H -2.721 0.746 -0.674 0.1571
H -0.376 1.814 0.921 0.1862
H 0.561 1.167 -1.827 0.1070
H -1.551 -0.598 -1.997 0.1442
H 3.069 0.888 1.137 0.0835
H 3.613 0.343 -0.561 0.0787
H 3.365 -0.931 0.779 0.0998
N -0.588 1.361 -0.102 -0.0134
N 0.845 -1.268 -0.055 0.0943
O -0.432 -1.538 -0.576 -0.0788
```

The orbital gap is 9.487 eV. As for the total energy: -11406.18951 eV. For the relative energy (zero: lowest compared OMol25 entry of this formula, charge and spin), the calculation gives 136.0 kcal/mol. Its SMILES is CC1=NO[C@H]2[C@@H](C)N[C@@H]12. The HOMO energy comes out at -0.3149 hartree. The strongest force on any atom comes out at 5.76 eV/A.


(9)
An isolated molecule of C6H10N2O at a distorted geometry, computed with ωB97M-V with the def2-TZVPD basis set.

```
19
Properties=species:S:1:pos:R:3:lowdin_charge:R:1
C 2.682 -1.541 0.016 -0.0735
C -0.320 0.428 0.008 -0.5143
C -0.256 1.995 -0.236 -0.0811
C -0.551 1.432 1.127 -0.0525
C -1.438 -0.230 -0.608 -0.1453
C -1.843 -1.433 0.209 -0.2706
H 3.197 -2.185 0.786 0.0514
H 3.244 -1.103 -0.858 0.0566
H 1.572 0.237 -1.238 0.2525
H -0.961 2.594 -0.828 0.1020
H 0.830 2.305 -0.327 0.1106
H 0.395 1.442 1.610 0.1003
H -1.591 1.273 1.414 0.1209
H -1.180 -0.789 -1.550 0.1468
H -2.407 0.452 -0.711 0.1762
H -0.882 -1.967 0.582 0.1409
N 1.519 -1.062 0.559 -0.0533
N 1.000 -0.113 -0.186 -0.1143
O -3.008 -1.734 0.230 0.0466
```

The orbital gap is 9.163 eV. As for the total energy: -11406.65528 eV. For the relative energy (zero: lowest compared OMol25 entry of this formula, charge and spin), the calculation gives 125.3 kcal/mol. Its SMILES is C=NNC1(CC=O)CC1. The HOMO energy comes out at -0.3090 hartree. The strongest force on any atom comes out at 5.56 eV/A.


(10)
A cluster of 2 separate species, C6H10N2O2 in total at a distorted geometry, computed with ωB97M-V with the def2-TZVPD basis set.

```
20
Properties=species:S:1:pos:R:3:lowdin_charge:R:1
O -2.539 1.240 1.045 0.1235
C -2.162 0.293 0.405 -0.3419
C -2.681 -1.097 0.101 -0.0993
N -1.374 -1.393 -0.532 0.0013
C -0.767 -0.133 -0.039 -0.2786
C -0.075 0.759 -1.060 -0.1474
C 1.244 0.133 -1.520 -0.1964
C 2.149 1.067 -2.202 -0.2130
N 2.819 2.000 -2.455 0.1350
H -2.895 -1.670 1.019 0.1292
H -3.555 -1.144 -0.565 0.1193
H -0.925 -2.226 -0.164 0.1065
H -0.123 -0.283 0.847 0.1585
H -0.730 0.902 -1.930 0.1322
H 0.083 1.745 -0.602 0.1323
H 1.804 -0.282 -0.667 0.1200
H 1.045 -0.725 -2.178 0.1201
O 3.157 0.159 3.740 -0.1310
H 2.824 -0.463 3.071 0.0160
H 2.701 1.117 3.686 0.1139
```

The orbital gap is 10.136 eV. As for the total energy: -13457.39389 eV. For the relative energy (zero: lowest compared OMol25 entry of this formula, charge and spin), the calculation gives 58.7 kcal/mol. Its SMILES is N#CCC[C@@H]1NCC1=O.O. The HOMO energy comes out at -0.3735 hartree. The strongest force on any atom comes out at 4.01 eV/A.


(11)
An isolated molecule of C6H10N2O2 at a distorted geometry, computed with ωB97M-V with the def2-TZVPD basis set.

```
20
Properties=species:S:1:pos:R:3:lowdin_charge:R:1
O -2.372 0.000 3.957 -0.0556
C -1.866 -1.132 3.733 -0.6970
N -1.611 -1.352 2.143 0.0893
C -1.892 -2.707 1.621 -0.1542
C -1.331 -3.723 2.600 -0.1275
C -2.048 -3.619 3.965 -0.3410
N -2.600 -2.280 4.145 0.0731
C -3.141 -4.603 4.070 -0.0911
C -4.051 -5.398 4.130 0.1205
H -2.150 -0.629 1.671 0.1553
H -2.976 -2.823 1.508 0.1356
H -1.429 -2.809 0.633 0.1229
H -1.431 -4.730 2.181 0.1225
H -0.259 -3.539 2.746 0.1160
H -1.315 -3.853 4.756 0.1460
H -2.994 -2.122 5.065 0.1436
H -4.850 -6.118 4.168 0.0294
H -0.499 -1.146 2.194 0.2175
O -0.353 -1.276 4.100 -0.0780
H -0.068 -0.376 4.291 0.0728
```

The orbital gap is 9.633 eV. As for the total energy: -13456.61337 eV. For the relative energy (zero: lowest compared OMol25 entry of this formula, charge and spin), the calculation gives 76.7 kcal/mol. Its SMILES is C#C[C@H]1CC[NH2+][C@]([O-])(O)N1. The HOMO energy comes out at -0.3335 hartree. The strongest force on any atom comes out at 3.37 eV/A.


(12)
An isolated molecule of C6H10N2O2 at a distorted geometry, computed with ωB97M-V with the def2-TZVPD basis set.

```
20
Properties=species:S:1:pos:R:3:lowdin_charge:R:1
C 2.475 -0.607 -0.134 -0.5976
C 1.711 0.577 -0.612 -0.1137
C 1.035 1.272 0.554 -0.0636
C -0.303 1.319 0.662 -0.1227
C -1.226 0.747 -0.307 -0.1401
C -1.832 -0.658 0.020 -0.4588
H 2.256 -2.262 0.962 0.1306
H 0.687 -1.468 0.540 0.0638
H 2.387 1.236 -1.134 0.1195
H 1.014 0.167 -1.353 0.1129
H 1.697 1.689 1.313 0.1182
H -0.756 1.924 1.464 0.1138
H -0.789 0.708 -1.329 0.1278
H -2.078 1.397 -0.480 0.1008
H -3.701 0.119 -0.285 0.0898
H -3.664 -1.560 -0.027 0.1103
N 1.713 -1.542 0.460 0.1701
N -3.170 -0.731 -0.334 0.1542
O 3.675 -0.707 -0.288 0.0421
O -1.133 -1.619 0.307 0.0427
```

The orbital gap is 9.600 eV. As for the total energy: -13459.84357 eV. For the relative energy (zero: lowest compared OMol25 entry of this formula, charge and spin), the calculation gives 2.3 kcal/mol. Its SMILES is NC(=O)C/C=C\CC(N)=O. The HOMO energy comes out at -0.3337 hartree. The strongest force on any atom comes out at 2.17 eV/A.